i | Density functional theory data (wB97M-V/def2-TZVPD) for a single C3H7N3S2 molecule.

The gap between HOMO and LUMO (alpha / beta) is 0.271 / 0.246 hartree. Its molar mass is 149.24 g mol⁻¹.

Geometry (Å):
C  -0.956  0.366  0.668
C  -0.326  1.070  -0.488
C  -0.803  -1.075  0.828
N  1.367  -1.419  0.238
N  1.097  0.802  -0.503
N  1.816  -0.324  -0.036
S  3.488  -0.193  -0.060
S  -1.430  -2.124  -0.458
H  -0.437  0.823  1.571
H  -2.116  0.663  0.528
H  -0.732  0.579  -1.429
H  -0.611  2.119  -0.525
H  -0.520  -1.751  1.621
H  1.688  1.598  -0.788
H  -1.526  -1.133  -1.167


ii | Density functional theory data (wB97M-V/def2-TZVPD) for a molecular structure, C3H7N3S2.

The gap between HOMO and LUMO is 0.296 hartree. Its molar mass is 149.24 g mol⁻¹.

Geometry (Å):
C  1.900  -1.465  0.690
C  0.007  -0.022  -0.442
C  -1.131  -0.839  -0.622
H  0.934  -1.763  1.244
H  2.548  -2.407  0.507
H  2.331  -0.458  1.161
H  -1.001  -1.947  -0.634
H  -3.344  1.371  -0.389
H  -1.620  1.680  -0.284
H  1.060  2.989  1.023
N  -2.431  -0.471  -0.408
N  -2.399  0.827  -0.174
N  0.058  1.192  -0.108
S  1.548  -0.950  -1.054
S  1.539  2.264  -0.510


iii | Density functional theory data (wB97M-V/def2-TZVPD) for a single C3H7N3S2 molecule.

The gap between HOMO and LUMO (alpha / beta) is 0.278 / 0.248 hartree. Its molar mass is 149.24 g mol⁻¹.

Geometry (Å):
C  -0.187  0.235  -1.223
C  -0.400  -1.076  -0.397
C  0.004  1.353  -0.230
N  0.784  -1.395  0.293
N  -1.093  1.485  0.610
N  1.064  -0.999  1.512
S  -1.071  1.239  2.124
S  0.301  -0.272  2.639
H  0.796  0.065  -1.690
H  -1.100  0.539  -1.992
H  -1.292  -1.052  0.301
H  -0.586  -2.041  -1.150
H  1.048  1.272  0.209
H  0.123  2.383  -0.865
H  1.608  -1.735  -0.140


Which of them is the most stable, and which is the least stable? iii and i, in that order.


i | Density functional theory data (wB97M-V/def2-TZVPD) for a single C2HNO3S molecule.

Its SMILES is O=c1[nH]c1=S(=O)=O. The gap between HOMO and LUMO (alpha / beta) is 0.284 / 0.283 hartree. Its molar mass is 119.10 g mol⁻¹.

Geometry (Å):
C  0.397  1.494  0.490
C  -0.842  1.022  1.065
N  -0.079  0.421  -0.038
O  1.287  2.273  0.611
O  -1.453  0.124  3.629
O  -0.450  -1.304  1.897
S  -0.553  -0.018  2.520
H  0.200  -0.499  -0.511


ii | Density functional theory data (wB97M-V/def2-TZVPD) for a single C2HNO3S molecule.

Its SMILES is O=C=NC(=O)OS. The gap between HOMO and LUMO is 0.367 hartree. Its molar mass is 119.10 g mol⁻¹.

Geometry (Å):
C  3.523  0.375  0.169
C  1.857  -1.412  -0.056
N  3.243  -0.790  0.081
O  3.949  1.441  0.204
O  1.651  -2.434  -0.647
O  1.058  -0.590  0.588
S  -0.637  -0.706  0.662
H  -0.732  0.374  1.494


Which of them is the most stable, and which is the least stable? ii and i, in that order.


i | Density functional theory data (wB97M-V/def2-TZVPD) for 2 unconnected molecules or ions with the total composition C7H12.

Its SMILES is C=C/C=C\C.C=C. The gap between HOMO and LUMO is 0.328 hartree. Its molar mass is 96.17 g mol⁻¹.

Geometry (Å):
C  -0.635  -1.737  0.791
C  0.769  -1.466  0.347
C  1.240  -0.295  -0.115
C  -0.035  0.545  -1.820
C  -1.108  1.125  -1.277
C  -0.148  1.322  1.265
C  0.988  0.840  0.770
H  -0.837  -2.790  0.572
H  -0.855  -1.564  1.851
H  -1.341  -1.137  0.204
H  1.474  -2.284  0.400
H  2.182  -0.292  -0.664
H  0.832  1.147  -2.077
H  -0.078  -0.437  -2.267
H  -1.134  2.187  -1.059
H  -2.024  0.571  -1.093
H  -1.126  0.875  1.118
H  -0.104  2.196  1.897
H  1.942  1.195  1.157


ii | Density functional theory data (wB97M-V/def2-TZVPD) for 2 unconnected molecules or ions with the total composition C7H12.

Its SMILES is C[C@@H]1C=CC1.C=C. The gap between HOMO and LUMO is 0.388 hartree. Its molar mass is 96.17 g mol⁻¹.

Geometry (Å):
C  0.567  -1.380  -2.270
C  0.390  -0.710  -0.914
C  -0.445  0.614  -0.928
C  -1.464  -0.155  -0.112
C  1.030  1.263  2.379
C  -0.293  1.213  2.478
C  -0.729  -1.263  -0.057
H  1.265  -0.826  -2.909
H  -0.398  -1.432  -2.788
H  0.942  -2.404  -2.162
H  1.354  -0.613  -0.393
H  0.041  1.446  -0.406
H  -0.764  0.951  -1.922
H  1.563  2.205  2.275
H  1.634  0.359  2.390
H  -0.905  2.111  2.440
H  -0.822  0.268  2.564
H  -2.430  0.123  0.313
H  -0.855  -2.231  0.427


Which of them is the most stable, and which is the least stable? ii and i, in that order.


i | Density functional theory data (wB97M-V/def2-TZVPD) for a single C7H12 molecule.

Its SMILES is C=C(C)C(=C)CC. The gap between HOMO and LUMO is 0.376 hartree. Its molar mass is 96.17 g mol⁻¹.

Geometry (Å):
C  -0.387  0.377  -2.553
C  -0.050  -0.516  -1.425
C  0.348  0.188  -0.155
C  1.388  0.968  0.087
C  -1.483  0.368  1.483
C  -0.336  -0.183  1.159
C  0.445  -1.031  2.104
H  0.532  0.756  -3.116
H  -0.888  1.300  -2.202
H  -0.921  -0.108  -3.391
H  -1.030  -1.015  -1.152
H  0.563  -1.394  -1.656
H  2.166  1.267  -0.648
H  1.640  1.597  0.929
H  -2.066  1.140  0.986
H  -2.042  0.189  2.408
H  0.091  -2.050  2.333
H  1.422  -1.260  1.704
H  0.609  -0.593  3.105


ii | Density functional theory data (wB97M-V/def2-TZVPD) for a single C7H12 molecule.

Its SMILES is CC1CC2(CC2)C1. The gap between HOMO and LUMO is 0.402 hartree. Its molar mass is 96.17 g mol⁻¹.

Geometry (Å):
C  0.147  -2.494  0.069
C  0.651  -1.106  0.425
C  0.790  -0.107  -0.759
C  -0.159  0.845  -0.031
C  -0.002  2.325  0.109
C  -1.176  1.753  -0.644
C  -0.379  -0.159  1.101
H  0.882  -3.041  -0.533
H  -0.782  -2.429  -0.512
H  -0.063  -3.084  0.969
H  1.577  -1.183  1.005
H  1.802  0.276  -0.935
H  0.392  -0.494  -1.705
H  0.785  2.810  -0.464
H  -0.188  2.767  1.085
H  -1.187  1.852  -1.727
H  -2.157  1.808  -0.177
H  -1.394  -0.574  1.137
H  -0.109  0.192  2.103


iii | Density functional theory data (wB97M-V/def2-TZVPD) for a single C7H12 molecule.

Its SMILES is CC1[C@@H]2CCC[C@@H]12. The gap between HOMO and LUMO is 0.347 hartree. Its molar mass is 96.17 g mol⁻¹.

Geometry (Å):
C  2.132  0.750  -1.365
C  1.440  -0.187  -0.475
C  0.116  -0.662  -0.481
C  -1.422  -0.469  -0.646
C  -1.843  -0.228  0.815
C  -0.520  -0.017  1.695
C  0.319  0.466  0.427
H  1.355  0.981  -2.173
H  2.614  1.654  -0.688
H  2.800  0.029  -1.991
H  2.132  -0.819  0.338
H  0.050  -1.574  0.083
H  -1.777  0.392  -1.368
H  -2.081  -1.334  -0.957
H  -2.559  -1.064  1.150
H  -2.301  0.872  1.052
H  -0.746  0.641  2.558
H  0.224  -0.810  2.152
H  0.069  1.380  -0.127


iv | Density functional theory data (wB97M-V/def2-TZVPD) for 2 unconnected molecules or ions with the total composition C7H12.

The gap between HOMO and LUMO is 0.308 hartree. Its molar mass is 96.17 g mol⁻¹.

Geometry (Å):
C  -1.651  0.841  0.185
C  -1.184  -0.582  -0.070
C  -0.155  -0.752  -1.226
C  0.927  -0.904  -0.171
C  2.238  -0.714  -0.168
C  0.467  2.437  0.387
C  -0.108  -1.120  0.918
H  -2.260  1.228  -0.637
H  -0.862  1.648  0.306
H  -2.217  0.927  1.118
H  -2.070  -1.228  -0.161
H  -0.326  -1.677  -1.788
H  -0.040  0.073  -1.938
H  2.784  -0.472  -1.078
H  2.824  -0.784  0.747
H  0.902  2.066  -0.572
H  0.954  1.775  1.142
H  0.040  -0.578  1.859
H  -0.263  -2.181  1.146


Which of them is the most stable, and which is the least stable? ii and iv, in that order.


i | Density functional theory data (wB97M-V/def2-TZVPD) for a single C7H12 molecule.

Its SMILES is CC#CCCCC. The gap between HOMO and LUMO is 0.383 hartree. Its molar mass is 96.17 g mol⁻¹.

Geometry (Å):
C  -3.138  0.736  0.181
C  -2.115  0.054  -0.726
C  -0.718  0.086  -0.114
C  0.355  -0.615  -0.958
C  1.667  -0.500  -0.312
C  2.690  -0.342  0.307
C  3.917  -0.136  1.078
H  -3.300  0.155  1.097
H  -2.786  1.730  0.482
H  -4.106  0.859  -0.314
H  -2.417  -0.986  -0.913
H  -2.095  0.550  -1.706
H  -0.737  -0.376  0.881
H  -0.413  1.130  0.038
H  0.094  -1.673  -1.096
H  0.391  -0.172  -1.962
H  3.690  0.325  2.045
H  4.612  0.522  0.546
H  4.429  -1.085  1.270


ii | Density functional theory data (wB97M-V/def2-TZVPD) for a single C7H12 molecule.

Its SMILES is C/C=C/C=C/CC. The gap between HOMO and LUMO is 0.349 hartree. Its molar mass is 96.17 g mol⁻¹.

Geometry (Å):
C  0.221  -1.087  3.171
C  0.896  0.045  2.346
C  0.607  -0.107  0.873
C  -0.345  0.611  0.292
C  -0.619  0.725  -1.141
C  -0.484  -0.157  -2.133
C  -0.375  0.261  -3.585
H  0.099  -0.823  4.226
H  -0.756  -1.297  2.718
H  0.796  -2.013  3.070
H  1.971  -0.096  2.441
H  0.548  0.960  2.816
H  1.287  -0.758  0.349
H  -1.051  1.266  0.818
H  -0.869  1.718  -1.526
H  -0.576  -1.236  -1.976
H  0.630  0.685  -3.729
H  -1.275  0.880  -3.737
H  -0.472  -0.584  -4.275


iii | Density functional theory data (wB97M-V/def2-TZVPD) for a single C7H12 molecule.

Its SMILES is C=CC(=C)CCC. The gap between HOMO and LUMO is 0.353 hartree. Its molar mass is 96.17 g mol⁻¹.

Geometry (Å):
C  0.179  -2.082  -0.664
C  -0.774  -1.527  0.403
C  -0.219  -0.404  1.262
C  0.344  0.752  0.426
C  1.625  0.783  0.079
C  -0.463  2.671  -0.902
C  -0.734  1.666  -0.053
H  0.487  -1.297  -1.354
H  1.010  -2.646  -0.244
H  -0.323  -2.791  -1.326
H  -1.103  -2.368  1.015
H  -1.683  -1.171  -0.099
H  -0.851  -0.042  2.073
H  0.630  -0.866  1.798
H  2.329  0.101  0.533
H  1.965  1.377  -0.760
H  0.576  2.867  -1.139
H  -1.191  3.439  -1.126
H  -1.804  1.539  0.078


iv | Density functional theory data (wB97M-V/def2-TZVPD) for a molecular structure, C7H12.

The gap between HOMO and LUMO is 0.317 hartree. Its molar mass is 96.17 g mol⁻¹.

Geometry (Å):
C  0.471  -2.620  1.977
C  1.085  -1.462  1.197
C  0.024  -0.564  0.570
C  0.645  0.602  -0.194
C  -0.314  1.430  -0.909
C  -0.626  2.059  -1.919
C  -1.511  2.846  -2.699
H  -0.175  -2.247  2.780
H  -0.145  -3.247  1.322
H  1.237  -3.257  2.429
H  1.725  -0.862  1.860
H  1.744  -1.851  0.408
H  -0.649  -0.179  1.347
H  -0.599  -1.155  -0.114
H  1.206  1.246  0.493
H  1.358  0.227  -0.938
H  -1.777  2.422  -1.420
H  -2.056  2.370  -3.523
H  -1.318  3.916  -2.821


Which of them is the most stable, and which is the least stable? i and iv, in that order.


i | Density functional theory data (wB97M-V/def2-TZVPD) for a single C7H12 molecule.

The gap between HOMO and LUMO (alpha / beta) is 0.282 / 0.282 hartree. Its molar mass is 96.17 g mol⁻¹.

Geometry (Å):
C  0.695  1.459  0.236
C  1.867  0.989  0.430
C  -0.746  1.638  0.218
C  -1.011  0.234  -0.193
C  2.287  -0.433  0.352
C  -0.831  -0.107  -1.667
C  -1.370  -0.815  0.703
H  2.639  1.644  0.697
H  -1.212  1.971  1.089
H  -1.050  2.243  -0.620
H  3.188  -0.699  0.867
H  2.180  -0.840  -0.673
H  1.517  -1.041  0.908
H  -1.475  0.606  -2.214
H  -1.220  -1.084  -1.804
H  0.231  -0.056  -1.979
H  -1.097  -1.787  0.260
H  -2.466  -0.755  0.848
H  -0.931  -0.731  1.775


ii | Density functional theory data (wB97M-V/def2-TZVPD) for 2 unconnected molecules or ions with the total composition C7H12.

The gap between HOMO and LUMO (alpha / beta) is 0.312 / 0.316 hartree. Its molar mass is 96.17 g mol⁻¹.

Geometry (Å):
C  -2.426  0.000  0.262
C  -0.937  -0.164  0.021
C  -0.173  0.960  -0.730
C  0.967  0.731  0.243
C  1.046  -2.212  -1.193
C  2.285  0.863  0.162
C  0.041  0.024  1.213
H  -2.986  -0.031  -0.679
H  -2.634  0.962  0.747
H  -2.813  -0.794  0.911
H  -0.733  -1.132  -0.470
H  0.026  0.832  -1.799
H  -0.653  1.935  -0.571
H  1.591  -1.448  -1.794
H  1.665  -2.230  -0.267
H  2.756  1.327  -0.702
H  2.940  0.524  0.962
H  -0.375  0.720  1.954
H  0.414  -0.866  1.731


iii | Density functional theory data (wB97M-V/def2-TZVPD) for a single C7H12 molecule.

The gap between HOMO and LUMO is 0.229 hartree. Its molar mass is 96.17 g mol⁻¹.

Geometry (Å):
C  -0.455  0.112  1.936
C  0.356  -0.202  0.551
C  1.766  -0.470  0.591
C  -0.216  0.713  -0.931
C  -0.492  -0.584  -0.467
C  -0.337  -1.776  -1.248
C  -0.656  2.083  -0.540
H  0.060  -0.561  2.600
H  -1.446  -0.379  1.676
H  -0.617  1.125  2.352
H  2.132  -1.096  1.331
H  2.449  0.235  0.093
H  0.640  0.818  -1.649
H  0.554  -1.829  -2.034
H  -1.181  -2.034  -1.839
H  -0.223  -2.687  -0.570
H  -0.546  2.835  -1.324
H  0.088  2.330  0.201
H  -1.703  1.992  -0.189


iv | Density functional theory data (wB97M-V/def2-TZVPD) for 2 unconnected molecules or ions with the total composition C7H12.

The gap between HOMO and LUMO is 0.194 hartree. Its molar mass is 96.17 g mol⁻¹.

Geometry (Å):
C  -1.495  1.263  1.102
C  -0.967  1.030  -0.332
C  -0.361  -0.300  -0.690
C  1.039  -0.373  -0.425
C  2.027  0.613  -0.197
C  3.243  0.161  0.110
C  -1.298  -1.516  -0.749
H  -2.164  0.470  1.460
H  -1.967  2.234  1.011
H  -0.684  1.243  1.858
H  -1.873  1.088  -0.960
H  -0.306  1.865  -0.586
H  1.506  -1.358  -0.543
H  0.184  -1.024  0.902
H  4.056  0.867  0.323
H  3.649  -0.853  -0.065
H  -0.702  -2.427  -0.561
H  -1.830  -1.454  -1.702
H  -2.058  -1.531  0.044


Which of them is the most stable, and which is the least stable? i and iv, in that order.